No. 1
Below is 2 unconnected molecules or ions with the total composition CHI2O2S in a non-equilibrium geometry, with properties calculated with ωB97M-V/def2-TZVPD.

Positions of all 7 atoms, in Å:
I -1.098 2.007 0.530
I 2.131 1.110 -0.104
S -0.372 -0.922 0.833
O 0.971 -1.468 1.208
O -1.267 -1.750 -0.038
C 0.086 0.525 -0.265
H -0.453 0.497 -2.165

The max |F| comes out at 3.242 eV/Å. The value obtained for the highest occupied orbital energy (alpha / beta) is -4.140 / -4.175 eV. As for the charge: -1. The calculation puts the HOMO-LUMO gap (alpha / beta) at 6.67 / 6.78 eV. The value obtained for the energy above the lowest of the compared OMol25 structures with the same formula, charge and spin is 83.1 kcal/mol.

No. 2
Below is 2 unconnected molecules or ions with the total composition C5H9F2N in a non-equilibrium geometry, with properties calculated with ωB97M-V/def2-TZVPD.

Positions of all 17 atoms, in Å:
F 0.176 2.403 -0.178
F 1.158 1.041 -1.657
N 1.933 -0.796 0.589
C -1.721 0.242 0.711
C -0.424 0.126 -0.079
C 0.941 0.194 0.704
C -0.576 -0.970 -1.212
C 0.574 1.136 -0.397
H -1.445 -1.524 -1.184
H -1.618 0.070 1.782
H 0.298 -1.594 -1.442
H -2.338 -0.516 0.391
H 2.708 -0.312 0.108
H -2.261 1.225 0.494
H 2.230 -1.189 1.480
H -0.577 -0.410 -2.125
H 0.942 0.875 2.014

The max |F| comes out at 4.580 eV/Å. The value obtained for the highest occupied orbital energy is -9.283 eV. The calculation puts the HOMO-LUMO gap at 10.07 eV. The value obtained for the energy above the lowest of the compared OMol25 structures with the same formula, charge and spin is 55.8 kcal/mol.

No. 3
Below is a molecular structure, C19H19ClMoN5O4S2SbSe4 in a non-equilibrium geometry, with properties calculated with ωB97M-V/def2-TZVPD.

Positions of all 56 atoms, in Å:
Sb -0.552 3.404 -4.004
Mo 0.392 1.111 -0.227
Se 2.660 1.483 -0.768
Se 1.016 2.429 -2.324
Se -1.653 5.504 -3.372
Se -2.376 2.217 -5.197
Cl -3.468 4.058 2.785
S 2.734 0.746 2.385
S 4.034 0.576 0.773
O 3.246 -0.183 3.372
O 1.401 0.362 1.806
O 2.677 2.135 2.800
O 0.605 -0.817 -1.997
N -0.319 2.926 0.665
N 0.075 -0.330 -4.150
N -0.893 -0.168 1.048
N 3.732 -3.682 -0.828
N 1.681 -3.111 0.266
C -1.547 3.035 1.202
C -0.925 4.982 2.464
C -1.864 4.029 2.103
C 0.540 3.935 0.887
C 0.286 4.948 1.797
C -1.565 1.021 -1.340
C -1.132 -3.901 0.931
C -1.239 0.067 2.319
C 3.058 -4.607 -1.518
C -0.855 -1.428 0.633
C -0.288 -4.494 0.075
C -1.611 -0.090 -2.417
C 1.044 -4.113 -0.346
C -1.677 -0.947 3.145
C -0.223 -0.439 -2.850
C -1.694 -2.247 2.686
C 2.987 -3.006 0.045
C -1.209 -2.541 1.415
C 1.738 -4.893 -1.283
H -1.145 5.731 3.213
H 1.235 -5.698 -1.806
H 1.048 -0.284 -4.408
H -1.139 1.080 2.679
H -1.987 -0.703 4.152
H -0.576 -5.488 -0.253
H -1.823 1.980 -1.793
H -2.021 -1.000 -1.967
H -0.592 0.122 -4.767
H 3.502 -2.314 0.700
H -0.608 -1.594 -0.405
H -2.228 0.204 -3.269
H 1.043 5.700 1.971
H -2.288 2.312 0.890
H -2.040 -3.051 3.328
H 1.457 3.923 0.316
H -1.909 -4.548 1.333
H 3.636 -5.152 -2.258
H -2.381 0.809 -0.639

The max |F| comes out at 4.201 eV/Å. The value obtained for the highest occupied orbital energy (alpha / beta) is -1.269 / -0.912 eV. As for the charge: -2. The calculation puts the HOMO-LUMO gap (alpha / beta) at 4.74 / 4.38 eV. Its spin multiplicity is 3. The value obtained for the energy above the lowest of the compared OMol25 structures with the same formula, charge and spin is 106.9 kcal/mol.

No. 4
Below is a molecular structure, C3H2N3O in a non-equilibrium geometry, with properties calculated with ωB97M-V/def2-TZVPD.

Positions of all 9 atoms, in Å:
O -1.210 1.467 0.507
N 3.686 -1.285 0.245
N 0.211 0.417 -0.784
N 3.049 -0.407 0.331
C -1.702 0.232 0.279
C -0.738 -0.484 -0.379
C -0.133 1.395 -0.112
H -0.526 -1.429 -0.687
H -2.636 0.096 0.601

The max |F| comes out at 4.594 eV/Å. The value obtained for the highest occupied orbital energy (alpha / beta) is -17.577 / -17.024 eV. As for the charge: +1. The calculation puts the HOMO-LUMO gap (alpha / beta) at 9.55 / 7.01 eV. The value obtained for the energy above the lowest of the compared OMol25 structures with the same formula, charge and spin is 84.8 kcal/mol.

No. 5
Below is a molecular structure, C26H25NOReS2SbSe in a non-equilibrium geometry, with properties calculated with ωB97M-V/def2-TZVPD.

Positions of all 58 atoms, in Å:
Re -0.035 -1.741 -0.464
Sb 0.778 1.424 0.862
Se -0.400 -3.550 0.947
S 1.470 -0.770 1.213
S -2.001 -2.763 -3.167
O 1.346 -1.056 -1.865
N -4.308 -6.015 0.219
C 2.324 2.534 0.133
C 2.706 -0.720 -3.680
C 2.874 2.221 -1.101
C 0.985 2.009 3.704
C -0.754 1.034 -0.471
C -3.025 0.636 -2.037
C -3.210 -6.547 0.737
C -1.984 -4.528 0.557
C 0.573 2.326 4.989
C -1.931 1.355 -2.553
C -0.706 2.833 5.169
C 4.741 3.603 -0.564
C 4.091 2.784 -1.455
C -3.140 -3.928 0.068
C 2.945 3.429 1.018
C -1.834 0.262 0.040
C -1.557 3.054 4.092
C 1.498 -1.473 -3.256
C -2.979 0.092 -0.770
C -2.001 -5.849 0.926
C -4.258 -4.720 -0.088
C -0.798 1.566 -1.775
C 0.107 2.184 2.628
C -1.206 -2.320 -1.904
C -1.150 2.737 2.816
C 4.178 3.944 0.678
H 1.589 -2.552 -3.293
H 2.236 -0.915 -1.508
H 2.377 1.562 -1.810
H 1.214 2.153 5.835
H 3.552 -0.899 -2.983
H 0.570 -1.217 -3.760
H 0.032 2.149 -2.143
H 2.491 3.666 1.965
H -3.831 -0.453 -0.361
H 3.043 -1.034 -4.657
H -3.176 -2.871 -0.159
H 1.965 1.583 3.541
H -1.069 3.072 6.169
H 2.511 0.343 -3.727
H -5.206 -4.322 -0.430
H -3.249 -7.600 0.959
H 5.707 4.005 -0.803
H -1.872 2.840 2.019
H 4.724 4.580 1.371
H -1.844 -0.023 1.075
H -2.562 3.420 4.243
H -3.905 0.495 -2.651
H 4.502 2.510 -2.413
H -1.981 1.781 -3.544
H -1.155 -6.322 1.416

The max |F| comes out at 1.755 eV/Å. The value obtained for the highest occupied orbital energy (alpha / beta) is -14.526 / -14.352 eV. As for the charge: +2. The calculation puts the HOMO-LUMO gap (alpha / beta) at 6.84 / 5.99 eV. Its spin multiplicity is 3. The value obtained for the energy above the lowest of the compared OMol25 structures with the same formula, charge and spin is 0.0 kcal/mol.

Please write out number 3 again, unchanged.
Below is a molecular structure, C19H19ClMoN5O4S2SbSe4 in a non-equilibrium geometry, with properties calculated with ωB97M-V/def2-TZVPD.

Positions of all 56 atoms, in Å:
Sb -0.552 3.404 -4.004
Mo 0.392 1.111 -0.227
Se 2.660 1.483 -0.768
Se 1.016 2.429 -2.324
Se -1.653 5.504 -3.372
Se -2.376 2.217 -5.197
Cl -3.468 4.058 2.785
S 2.734 0.746 2.385
S 4.034 0.576 0.773
O 3.246 -0.183 3.372
O 1.401 0.362 1.806
O 2.677 2.135 2.800
O 0.605 -0.817 -1.997
N -0.319 2.926 0.665
N 0.075 -0.330 -4.150
N -0.893 -0.168 1.048
N 3.732 -3.682 -0.828
N 1.681 -3.111 0.266
C -1.547 3.035 1.202
C -0.925 4.982 2.464
C -1.864 4.029 2.103
C 0.540 3.935 0.887
C 0.286 4.948 1.797
C -1.565 1.021 -1.340
C -1.132 -3.901 0.931
C -1.239 0.067 2.319
C 3.058 -4.607 -1.518
C -0.855 -1.428 0.633
C -0.288 -4.494 0.075
C -1.611 -0.090 -2.417
C 1.044 -4.113 -0.346
C -1.677 -0.947 3.145
C -0.223 -0.439 -2.850
C -1.694 -2.247 2.686
C 2.987 -3.006 0.045
C -1.209 -2.541 1.415
C 1.738 -4.893 -1.283
H -1.145 5.731 3.213
H 1.235 -5.698 -1.806
H 1.048 -0.284 -4.408
H -1.139 1.080 2.679
H -1.987 -0.703 4.152
H -0.576 -5.488 -0.253
H -1.823 1.980 -1.793
H -2.021 -1.000 -1.967
H -0.592 0.122 -4.767
H 3.502 -2.314 0.700
H -0.608 -1.594 -0.405
H -2.228 0.204 -3.269
H 1.043 5.700 1.971
H -2.288 2.312 0.890
H -2.040 -3.051 3.328
H 1.457 3.923 0.316
H -1.909 -4.548 1.333
H 3.636 -5.152 -2.258
H -2.381 0.809 -0.639

The max |F| comes out at 4.201 eV/Å. The value obtained for the highest occupied orbital energy (alpha / beta) is -1.269 / -0.912 eV. As for the charge: -2. The calculation puts the HOMO-LUMO gap (alpha / beta) at 4.74 / 4.38 eV. Its spin multiplicity is 3. The value obtained for the energy above the lowest of the compared OMol25 structures with the same formula, charge and spin is 106.9 kcal/mol.

Question: Which of these has the highest max |F|?
Answer: C3H2N3O

Question: Which of these has the lowest max |F|?
Answer: C26H25NOReS2SbSe